Density functional theory data (ωB97M-V/def2-TZVPD) for an isolated ion of composition C2H3N2O and charge +1.

Results
Net charge: +1
Kohn-Sham gap (spin up / spin down), hartree: 0.40253 / 0.37177
Maximum force, eV/A: 4.60
Multiplicity: 3
LUMO level (spin up / spin down), eV: -4.45 / -8.04

```
8
Properties=species:S:1:pos:R:3:forces:R:3:lowdin_charge:R:1
C -1.80796 1.22656 0.84764 3.363 -1.947 -1.689 -0.105
C 1.16447 -0.68016 -0.47371 -1.266 -4.310 -0.984 -0.009
N -0.80111 0.73924 0.24614 0.281 -0.347 0.084 0.191
N 0.06089 -0.19258 0.22119 -2.634 1.414 1.623 0.135
O -2.67532 1.83293 1.22247 -1.457 0.805 0.752 0.366
H 1.96972 -0.92233 0.22705 0.237 0.750 -0.417 0.117
H 1.24435 -0.17203 -1.40700 0.904 0.871 -0.514 0.104
H 0.84496 -1.83164 -0.88379 0.572 2.764 1.144 0.201
```
Forces are in eV/Å.

Density functional theory data (ωB97M-V/def2-TZVPD) for one molecule with the formula CH2N2O2S2.

Results
Kohn-Sham gap, hartree: 0.35967
Maximum force, eV/A: 5.58
LUMO level, eV: -0.33

```
9
Properties=species:S:1:pos:R:3:forces:R:3:lowdin_charge:R:1
C -3.81786 0.16015 0.32430 0.533 -1.239 0.033 -0.851
N -3.05044 -0.66386 0.80299 -0.275 1.371 -0.285 -0.054
N -1.21856 0.64851 -0.57752 -3.128 -1.910 -0.929 -0.048
O -0.69578 -1.10225 1.20755 2.993 -0.216 2.620 -0.234
O -1.75467 -1.80454 -0.92059 0.782 0.839 0.705 -0.293
S -4.81874 1.06728 -0.42531 -0.326 0.435 0.113 0.796
S -1.49798 -0.84171 0.12628 -4.089 -0.492 -3.764 0.534
H -0.29078 0.88264 -0.45360 2.352 0.857 -0.075 0.036
H -1.60300 0.58366 -1.56496 1.158 0.354 1.583 0.114
```
Forces are in eV/Å.

Computed values of ΔE to the lowest compared entry with this formula, charge and spin (unit: kcal per mole) for the preceding records, in sequence: 0.00; 10.07.